No. 1
Here is C33H39N5Sn as an isolated structure in a non-equilibrium geometry from OMol25. Energies are from wB97M-V/def2-TZVPD.

The value obtained for the total energy is -48129.86871 eV. The lowest unoccupied orbital energy (spin up / spin down) is 4.8 / 4.7 eV. The net charge is -2. Its frontier orbital gap (spin up / spin down) is 2.95 / 1.92 eV.

Last column: Löwdin charge in e.
Cartesian coordinates (Å):
Sn (0.16175, -0.16029, 0.01647)  1.37
N (0.44387, -0.65813, 2.18216)  -0.08
N (2.32284, 1.53407, 1.36919)  -0.12
C (-1.16607, 1.26531, -1.65127)  -0.34
C (-1.19588, 1.97848, -0.39656)  -0.32
C (-1.91593, 1.17282, 0.55759)  -0.32
C (-2.28411, 1.56512, 1.94546)  -0.06
H (-1.59938, 2.31307, 2.36731)  0.07
H (-2.30653, 0.70957, 2.63549)  0.07
H (-3.29260, 2.01017, 1.94293)  0.07
C (-2.31628, -0.04686, -0.10499)  -0.37
C (-3.12693, -1.13260, 0.50454)  -0.06
H (-4.19184, -0.90464, 0.34498)  0.08
H (-2.97480, -1.21991, 1.59165)  0.07
H (-2.93459, -2.11662, 0.05361)  0.05
C (-1.86174, 0.01717, -1.47289)  -0.38
C (-2.12515, -0.98357, -2.53586)  -0.08
H (-2.26320, -2.00111, -2.14615)  0.07
H (-1.32698, -1.02283, -3.29066)  0.06
H (-3.05286, -0.70418, -3.05729)  0.07
C (-0.56213, 3.29250, -0.11089)  -0.07
H (-1.26640, 4.11352, -0.32037)  0.07
H (0.33238, 3.46452, -0.72712)  0.06
H (-0.26131, 3.38824, 0.94192)  0.06
C (-0.47734, 1.67801, -2.89893)  -0.06
H (0.14198, 0.86987, -3.32178)  0.07
H (0.17589, 2.54639, -2.75028)  0.05
H (-1.21265, 1.95202, -3.66988)  0.08
C (-0.18870, -1.76759, 2.63487)  -0.17
H (-0.35864, -2.57471, 1.91249)  0.07
C (-0.60206, -1.88488, 3.95688)  -0.15
H (-1.14674, -2.78427, 4.25910)  0.07
C (-0.31554, -0.81751, 4.82628)  -0.14
H (-0.63191, -0.89303, 5.86497)  0.08
C (0.36471, 0.30790, 4.37861)  -0.07
H (0.55769, 1.17408, 5.01871)  0.09
C (0.82400, 0.37698, 3.00937)  -0.31
C (1.52756, 1.50003, 2.50174)  -0.12
H (1.68362, 2.34140, 3.17689)  0.09
C (2.08795, 0.78813, 0.23111)  -0.32
C (3.42134, 2.39134, 1.13424)  -0.07
H (3.77569, 3.04617, 1.89388)  0.09
C (3.89395, 2.13451, -0.08368)  -0.09
H (4.74949, 2.51242, -0.60578)  0.10
N (3.08896, 1.15115, -0.65489)  -0.07
C (3.34646, 0.43878, -1.87282)  -0.14
C (3.20712, 1.06732, -3.12583)  -0.21
C (3.27251, 0.28439, -4.28817)  -0.04
H (3.10403, 0.76331, -5.25914)  0.10
C (3.54195, -1.08606, -4.23291)  -0.30
C (3.62293, -1.91873, -5.47956)  -0.20
H (2.69157, -2.47978, -5.65344)  0.04
H (4.43878, -2.64898, -5.39448)  0.05
H (3.80320, -1.28440, -6.35532)  0.05
C (3.72429, -1.68219, -2.98225)  -0.06
H (3.95986, -2.75047, -2.91595)  0.10
C (3.61151, -0.94170, -1.79790)  -0.22
C (3.73815, -1.63106, -0.47558)  -0.06
H (4.67652, -1.38993, 0.04516)  0.08
H (3.70566, -2.71744, -0.62220)  0.07
H (2.90938, -1.35948, 0.19548)  0.05
C (2.95542, 2.54046, -3.25545)  -0.08
H (3.89453, 3.10710, -3.35557)  0.07
H (2.39741, 2.95602, -2.40759)  0.06
H (2.37503, 2.72968, -4.16989)  0.07
N (-1.03816, -4.13471, 0.45364)  0.10
C (-0.26047, -3.95359, -0.66388)  -0.39
C (0.07719, -4.99756, -1.55755)  -0.16
C (0.70343, -4.67341, -2.75155)  -0.23
C (0.97745, -3.33058, -3.02584)  -0.11
C (0.74231, -2.39357, -2.03117)  -0.20
N (0.14214, -2.68020, -0.86354)  0.03
H (-1.62483, -3.33723, 0.68275)  0.05
H (-1.44052, -5.03801, 0.66029)  0.07
H (-0.21368, -6.02213, -1.33518)  0.04
H (1.00357, -5.40582, -3.49446)  0.02
H (1.38336, -2.97357, -3.97161)  0.07
H (1.07167, -1.35148, -2.18288)  0.07

Forces on atoms 1 to 3 (eV/Å):
2.16 -0.90 0.02
0.18 -1.29 0.45
1.31 0.86 -0.73



No. 2
Here is C33H40CaN4P2S as an isolated structure in a non-equilibrium geometry from OMol25. Energies are from wB97M-V/def2-TZVPD.

The value obtained for the total energy is -88677.11336 eV. The lowest unoccupied orbital energy is -1.0 eV. Its frontier orbital gap is 5.12 eV.

Last column: Löwdin charge in e.
Cartesian coordinates (Å):
Ca (-0.96923, 1.35038, -0.49509)  0.79
C (-1.50828, -1.77872, 4.44527)  -0.11
C (-0.59173, -0.88320, 4.04662)  -0.11
C (0.35613, -1.12098, 2.90249)  -0.20
C (-0.24161, -1.87090, 1.68853)  -0.22
C (0.20565, -3.29511, 1.51241)  -0.10
C (0.31961, -4.18247, 2.51380)  -0.12
C (-0.13314, -3.92023, 3.91471)  -0.19
C (-1.52212, -3.21358, 4.01405)  -0.19
C (-2.89639, 1.60687, -1.87296)  -0.43
H (-2.30461, -1.50264, 5.14317)  0.10
H (-0.47475, 0.08334, 4.55603)  0.10
H (1.27172, -1.62823, 3.25236)  0.12
H (0.66507, -0.12910, 2.54281)  0.06
H (-1.34029, -1.77642, 1.70307)  0.04
H (0.08059, -1.34948, 0.76740)  0.07
H (0.39091, -3.58994, 0.46936)  0.10
H (0.79092, -5.15669, 2.34092)  0.10
H (0.60725, -3.33655, 4.48044)  0.11
H (-0.23839, -4.88464, 4.44303)  0.11
H (-2.07737, -3.31464, 3.06903)  0.12
H (-2.10346, -3.79607, 4.74403)  0.11
H (-3.63743, 2.24324, -1.36917)  -0.06
H (-3.39750, 0.65740, -2.09308)  -0.06
H (-2.56656, 2.06289, -2.81238)  -0.09
P (-0.10952, -0.13214, -2.55459)  1.08
P (1.46515, 2.28917, 0.32485)  1.04
N (0.25646, -1.90026, -2.56305)  -0.25
N (0.42667, 0.09002, -4.27039)  -0.23
N (2.87599, 1.26674, 0.81620)  -0.26
N (2.40893, 3.78609, 0.36731)  -0.26
C (1.47648, 0.38852, -1.77370)  -0.44
C (1.57051, 1.92298, -1.49489)  -0.42
C (-0.72141, -2.86145, -2.84978)  -0.13
C (-0.10373, -4.09340, -3.04143)  -0.09
C (1.30410, -3.88908, -2.88760)  -0.08
C (1.49435, -2.54459, -2.59777)  -0.16
C (-0.37438, 0.58498, -5.30175)  -0.13
C (0.39868, 0.71368, -6.45035)  -0.09
C (1.71935, 0.26770, -6.12593)  -0.08
C (1.70662, -0.12115, -4.79348)  -0.15
C (3.05813, 0.72309, 2.09584)  -0.16
C (4.15743, -0.12729, 2.07313)  -0.07
C (4.70815, -0.06686, 0.75269)  -0.07
C (3.93248, 0.81482, 0.01764)  -0.15
C (3.67962, 3.95756, 0.94618)  -0.13
C (4.30803, 5.03269, 0.34597)  -0.08
C (3.37966, 5.60094, -0.59200)  -0.08
C (2.23176, 4.82768, -0.56075)  -0.16
H (2.34296, 0.12055, -2.39457)  0.06
H (1.60909, -0.21443, -0.85880)  0.07
H (2.52019, 2.32157, -1.88942)  0.10
H (0.78839, 2.51579, -2.03208)  0.08
H (-1.76449, -2.58117, -2.87363)  0.11
H (-0.58753, -5.03024, -3.27229)  0.09
H (2.08486, -4.62965, -2.99015)  0.10
H (2.40532, -1.99909, -2.38996)  0.09
H (-1.41481, 0.80858, -5.11339)  0.10
H (0.07627, 1.08427, -7.41300)  0.09
H (2.58333, 0.23245, -6.77521)  0.10
H (2.50608, -0.50273, -4.17249)  0.09
H (2.41894, 1.02108, 2.91546)  0.11
H (4.51926, -0.73467, 2.89085)  0.10
H (5.56511, -0.60896, 0.37706)  0.10
H (4.03629, 1.15956, -1.00459)  0.11
H (4.02660, 3.28063, 1.71426)  0.10
H (5.31754, 5.35691, 0.55669)  0.10
H (3.54864, 6.47532, -1.20775)  0.10
H (1.30491, 4.91490, -1.11245)  0.10
S (-2.93209, 0.17989, 0.91787)  0.51
C (-4.44465, 0.73676, 1.42137)  -0.73
C (-5.55203, -0.15635, 1.39090)  -0.13
C (-6.76920, 0.21631, 1.94601)  -0.11
C (-6.92862, 1.49220, 2.50874)  -0.12
C (-5.86759, 2.40757, 2.47392)  -0.11
C (-4.63680, 2.04561, 1.93393)  -0.13
H (-5.40428, -1.14003, 0.95291)  0.09
H (-7.59871, -0.49447, 1.94628)  0.10
H (-7.87600, 1.76908, 2.97209)  0.09
H (-6.01085, 3.40913, 2.88225)  0.09
H (-3.80062, 2.73863, 1.90995)  0.08

Forces on atoms 1 to 3 (eV/Å):
-3.23 -0.33 1.12
0.41 0.65 0.20
-0.48 -0.34 0.47



No. 3
Here is a 6-piece molecular cluster, C33H40F41N2O8PS overall from OMol25. Energies are from wB97M-V/def2-TZVPD.

The value obtained for the total energy is -185771.44739 eV. The lowest unoccupied orbital energy is 0.2 eV. Its frontier orbital gap is 9.03 eV. The SMILES is CC(=O)N(C)[PH](F)(CCCCN)S(C)(=O)=O.FC(F)C(F)(F)COC(F)(F)C(F)F.FC(F)C(F)(F)COC(F)(F)C(F)F.FC(F)C(F)(F)COC(F)(F)C(F)F.FC(F)C(F)(F)COC(F)(F)C(F)F.FC(F)C(F)(F)COC(F)(F)C(F)F.

Last column: Löwdin charge in e.
Cartesian coordinates (Å):
C (0.89415, 0.11565, -4.14333)  0.02
C (0.09163, 0.81546, -3.08740)  -0.51
O (-0.35887, 1.92070, -3.20171)  0.10
N (-0.13356, 0.05515, -1.88898)  -0.24
C (1.07877, 0.00682, -1.03925)  -0.07
P (-1.60588, 0.35332, -1.08948)  0.78
F (-0.90715, 1.39795, 0.02561)  -0.30
C (-2.91132, 1.55858, -1.50371)  -0.27
C (-3.38516, 1.73405, -2.95957)  -0.24
C (-3.97994, 3.13449, -3.18555)  -0.19
C (-3.03425, 4.12732, -3.86880)  -0.28
N (-2.03353, 4.76769, -3.01806)  0.01
S (-2.51496, -1.25383, -2.35755)  0.54
C (-1.69830, -2.75112, -1.80025)  -0.18
O (-2.16824, -1.06678, -3.76288)  -0.38
O (-3.92249, -1.36518, -1.99084)  -0.39
H (0.18765, -0.24177, -4.89283)  0.09
H (1.60032, 0.80941, -4.59460)  0.09
H (1.42207, -0.74548, -3.74075)  0.08
H (1.52647, 0.99342, -0.91653)  0.09
H (0.82760, -0.39257, -0.06093)  0.08
H (1.80056, -0.66327, -1.50453)  0.08
H (-1.82799, -0.50896, -0.00838)  0.07
H (-2.56747, 2.49772, -1.07667)  0.07
H (-3.76684, 1.22564, -0.90686)  0.10
H (-2.58656, 1.55451, -3.67239)  0.08
H (-4.14743, 0.98129, -3.15236)  0.10
H (-4.91107, 3.05833, -3.75038)  0.10
H (-4.25832, 3.55862, -2.21259)  0.11
H (-2.51688, 3.64169, -4.70108)  0.11
H (-3.63760, 4.92163, -4.31186)  0.09
H (-2.44647, 5.53398, -2.50487)  0.06
H (-1.62258, 4.12453, -2.35506)  0.04
H (-2.41416, -3.36497, -1.26445)  0.05
H (-1.32958, -3.25426, -2.69093)  0.06
H (-0.84738, -2.49784, -1.17008)  0.05
F (4.27538, 0.64963, -0.59689)  0.09
C (4.66195, 0.89646, -1.86450)  -0.30
F (3.90325, 0.13162, -2.68629)  0.09
C (6.13433, 0.52127, -2.06652)  -0.44
F (6.28993, -0.80579, -1.91354)  0.15
F (6.39172, 0.83346, -3.37353)  0.10
C (7.17932, 1.28602, -1.24462)  -0.04
O (7.64300, 0.64040, -0.07595)  0.06
C (7.06157, 0.83407, 1.14144)  -0.55
F (6.07325, 1.74285, 1.09875)  0.15
F (8.01035, 1.31117, 1.98302)  0.14
C (6.57712, -0.49096, 1.75033)  -0.29
F (5.67506, -1.07799, 0.94293)  0.11
F (5.97561, -0.21973, 2.93437)  0.09
H (4.48872, 1.94935, -2.09940)  0.18
H (8.05182, 1.34104, -1.89374)  0.15
H (6.84637, 2.30481, -1.04610)  0.15
H (7.41849, -1.16441, 1.91340)  0.17
F (-1.03889, -7.86588, -0.86429)  0.10
C (-1.55988, -6.63622, -0.69537)  -0.30
F (-0.89332, -5.77990, -1.50332)  0.09
C (-1.39071, -6.17316, 0.75658)  -0.44
F (-0.08437, -6.02854, 1.04201)  0.14
F (-1.96978, -4.92985, 0.79131)  0.09
C (-2.09956, -6.98363, 1.84926)  -0.04
O (-1.30457, -7.92174, 2.54429)  0.05
C (-1.19993, -9.22315, 2.15041)  -0.55
F (-1.97433, -9.50036, 1.08879)  0.15
F (-1.62773, -10.00107, 3.17396)  0.14
C (0.26400, -9.61596, 1.89453)  -0.29
F (0.79498, -8.83268, 0.93634)  0.10
F (0.30058, -10.89709, 1.47157)  0.10
H (-2.61499, -6.64336, -0.98028)  0.18
H (-2.37425, -6.24593, 2.60172)  0.15
H (-3.01919, -7.42653, 1.46660)  0.15
H (0.84264, -9.51495, 2.81411)  0.18
F (-0.38987, 1.35105, 3.85364)  0.09
C (-0.02408, 2.16459, 2.83894)  -0.31
F (0.99943, 1.57506, 2.18050)  0.09
C (0.46285, 3.51368, 3.37783)  -0.44
F (1.58534, 3.34554, 4.10209)  0.14
F (0.78384, 4.23689, 2.26086)  0.10
C (-0.54670, 4.37583, 4.14590)  -0.04
O (-0.47972, 4.30851, 5.55698)  0.05
C (-1.22293, 3.42719, 6.28118)  -0.55
F (-2.05264, 2.70100, 5.51427)  0.15
F (-1.99364, 4.14183, 7.13932)  0.14
C (-0.33535, 2.52625, 7.15524)  -0.29
F (0.52006, 1.82541, 6.38810)  0.10
F (-1.12528, 1.65615, 7.82171)  0.10
H (-0.86141, 2.29339, 2.15190)  0.15
H (-0.26977, 5.40154, 3.90763)  0.15
H (-1.55825, 4.20893, 3.77568)  0.15
H (0.22362, 3.13462, 7.86802)  0.17
F (-6.02428, 5.30955, -7.61369)  0.10
C (-6.88136, 5.40223, -8.64952)  -0.31
F (-6.22518, 5.94733, -9.69583)  0.10
C (-8.06932, 6.30358, -8.28987)  -0.44
F (-7.64507, 7.56339, -8.08572)  0.14
F (-8.85831, 6.29566, -9.40893)  0.10
C (-8.98379, 5.85095, -7.14449)  -0.04
O (-8.74430, 6.44404, -5.88303)  0.05
C (-7.90857, 5.88624, -4.96447)  -0.55
F (-7.41170, 4.70604, -5.37077)  0.15
F (-8.62561, 5.65192, -3.83719)  0.14
C (-6.78397, 6.85311, -4.56107)  -0.28
F (-6.05839, 7.20487, -5.63787)  0.10
F (-5.97121, 6.21708, -3.68756)  0.09
H (-7.22664, 4.40318, -8.92732)  0.17
H (-9.97421, 6.20265, -7.42860)  0.15
H (-9.02058, 4.76321, -7.08493)  0.15
H (-7.20222, 7.74585, -4.09386)  0.18
F (5.78951, -5.76420, 5.37149)  0.10
C (5.90437, -5.08859, 4.21153)  -0.31
F (6.69329, -5.80370, 3.38072)  0.10
C (6.55007, -3.71738, 4.44471)  -0.43
F (7.81727, -3.86897, 4.86731)  0.15
F (6.58797, -3.14664, 3.19592)  0.09
C (5.79866, -2.71458, 5.32919)  -0.04
O (6.23222, -2.62794, 6.67226)  0.06
C (5.68289, -3.37942, 7.66650)  -0.55
F (4.66446, -4.14069, 7.23296)  0.15
F (5.18176, -2.53204, 8.59886)  0.14
C (6.74644, -4.22495, 8.38532)  -0.29
F (7.35272, -5.05223, 7.51329)  0.10
F (6.13935, -4.97120, 9.33336)  0.10
H (4.91780, -4.97493, 3.75519)  0.17
H (6.02795, -1.74032, 4.90125)  0.14
H (4.72137, -2.86268, 5.25360)  0.15
H (7.48796, -3.57313, 8.84993)  0.17

Forces on atoms 1 to 3 (eV/Å):
0.22 0.01 0.21
0.12 -0.57 0.06
-0.24 0.31 -0.16